*a*
C8H12ClNSi | ωB97M-V/def2-TZVPD

Computed properties:
HOMO level   -8.56 eV
Charge   0
Gap between HOMO and LUMO   9.006 eV

The geometry in XYZ format:
```
23
C8H12ClNSi | the Open Molecules 2025 dataset | ωB97M-V/def2-TZVPD
C 1.349 1.511 2.973
C 1.364 2.230 1.749
C 1.091 0.161 2.981
C 1.099 1.548 0.565
C 0.865 -0.515 1.791
C 0.825 0.178 0.586
C -2.586 -1.087 -0.701
C 0.086 0.266 -3.037
N -1.609 -1.810 -1.468
Si -0.083 -1.058 -1.656
Cl 1.137 -2.809 -1.906
H 1.400 2.295 3.791
H 1.629 3.270 1.751
H 0.952 -0.523 3.875
H 1.020 2.000 -0.420
H 0.789 -1.627 1.840
H -2.769 -0.311 -1.360
H -3.580 -1.587 -0.486
H -2.035 -0.793 0.227
H 0.972 0.711 -2.809
H 0.278 -0.288 -3.977
H -0.691 1.022 -3.118
H -1.501 -2.781 -1.192
```


*b*
C8H12ClNSi | ωB97M-V/def2-TZVPD

Computed properties:
HOMO level   -8.37 eV
Charge   0
Gap between HOMO and LUMO   8.993 eV

The geometry in XYZ format:
```
23
C8H12ClNSi | the Open Molecules 2025 dataset | ωB97M-V/def2-TZVPD
C 3.438 -1.619 0.312
C 2.505 -2.562 0.727
C 2.887 -0.323 -0.009
C 1.163 -2.313 0.623
C 1.501 -0.157 -0.032
C 0.580 -1.100 0.259
C -1.927 2.192 0.228
C -1.614 -0.833 -1.971
N -2.036 0.995 1.100
Si -1.258 -0.858 -0.083
Cl -2.317 -2.409 0.732
H 4.559 -1.828 0.420
H 2.804 -3.466 1.126
H 3.586 0.444 -0.188
H 0.539 -3.220 0.933
H 1.059 0.784 -0.184
H -2.329 3.021 0.894
H -0.893 2.547 -0.083
H -2.637 2.197 -0.694
H -2.616 -0.735 -2.127
H -0.809 -0.346 -2.537
H -1.559 -1.878 -2.175
H -2.992 0.989 1.347
```


Least stable of them? *a*.


*a*
C8H14N3 | ωB97M-V/def2-TZVPD

Computed properties:
HOMO level   -11.26 eV
Charge   +1
Gap between HOMO and LUMO   6.318 eV

The geometry in XYZ format:
```
25
C8H14N3 | the Open Molecules 2025 dataset | ωB97M-V/def2-TZVPD
C 2.863 0.896 0.237
C 2.898 -0.503 0.480
C 1.573 1.219 -0.149
C 1.652 -1.047 0.179
C -0.967 -0.239 -0.379
C 0.929 2.420 -0.678
C 1.162 -2.408 0.155
C -1.826 0.580 0.493
N -1.211 -1.087 -1.290
N 0.891 0.053 -0.197
N -3.143 -0.086 0.724
H 3.531 1.639 0.112
H 3.756 -1.184 0.585
H 0.208 2.679 0.011
H 1.765 3.230 -0.774
H 0.623 2.452 -1.712
H 0.860 -2.507 -0.934
H 1.861 -3.103 0.394
H 0.196 -2.552 0.513
H -2.000 1.589 -0.025
H -1.349 0.529 1.508
H -0.587 -1.651 -1.789
H -2.164 -1.321 -1.587
H -3.697 0.665 0.306
H -3.341 -0.196 1.739
```


*b*
C8H14N3 | ωB97M-V/def2-TZVPD

Computed properties:
HOMO level   -12.85 eV
Charge   +1
Gap between HOMO and LUMO   9.743 eV

The geometry in XYZ format:
```
25
C8H14N3 | the Open Molecules 2025 dataset | ωB97M-V/def2-TZVPD
C 1.474 0.564 -0.134
C 1.441 -0.767 -0.170
C -0.450 1.126 0.052
C -0.960 -1.113 -0.006
C 2.404 1.638 -0.382
C 2.766 -1.534 -0.117
C -1.990 -2.190 -0.116
C -2.823 0.543 0.365
N 0.244 -1.518 -0.023
N -1.412 0.240 0.206
N -0.667 2.394 0.198
H 2.185 2.470 0.273
H 2.597 2.021 -1.345
H 3.430 1.220 -0.133
H 3.185 -1.610 0.930
H 3.423 -1.070 -0.733
H 2.814 -2.596 -0.288
H -1.906 -2.814 -1.011
H -3.019 -1.857 -0.052
H -1.837 -2.954 0.680
H -3.104 0.217 1.445
H -2.794 1.614 0.210
H -3.430 0.230 -0.453
H -0.038 3.043 -0.031
H -1.533 2.702 0.637
```


Least stable of them? *a*.


*a*
C4H7NO3 | ωB97M-V/def2-TZVPD

Computed properties:
HOMO level   -9.03 eV
Charge   0
Gap between HOMO and LUMO   5.378 eV

The geometry in XYZ format:
```
15
C4H7NO3 | the Open Molecules 2025 dataset | ωB97M-V/def2-TZVPD
O -2.564 -0.405 0.269
C -1.975 0.402 -0.428
C -0.416 0.058 -0.809
C 0.183 -1.050 -0.063
C 1.627 -0.333 0.390
O 2.093 0.452 -0.503
O 1.294 0.516 1.696
N -0.707 1.327 -0.122
H -2.514 0.924 -1.249
H -0.266 0.107 -1.875
H 0.361 -1.879 -0.682
H -0.452 -1.239 0.817
H 2.267 -1.185 0.778
H -0.487 1.211 0.887
H 1.557 1.093 0.895
```


*b*
C4H7NO3 | ωB97M-V/def2-TZVPD

Computed properties:
HOMO level   -9.25 eV
Charge   0
Gap between HOMO and LUMO   9.839 eV

The geometry in XYZ format:
```
15
C4H7NO3 | the Open Molecules 2025 dataset | ωB97M-V/def2-TZVPD
C -0.568 1.454 -0.995
C 0.102 0.190 -0.532
C 1.609 0.205 -0.208
C -0.330 -0.425 0.836
H -2.224 0.367 -0.814
H 0.003 1.812 -1.805
H -0.303 2.167 -0.136
H -0.110 -0.431 -1.556
H 2.461 0.565 -1.051
H 1.880 0.943 0.670
H 0.577 -2.361 1.929
N 0.665 -1.572 1.006
O -1.881 1.414 -1.364
O 1.788 -1.219 0.183
O -1.385 -0.270 1.322
```


Least stable of them? *a*.


*a*
C4H7NO3 | ωB97M-V/def2-TZVPD

Computed properties:
HOMO level (spin up / spin down)   -8.03 / -7.83 eV
Charge   0
Gap between HOMO and LUMO (spin up / spin down)   7.750 / 7.389 eV

The geometry in XYZ format:
```
15
C4H7NO3 | the Open Molecules 2025 dataset | ωB97M-V/def2-TZVPD
C 1.021 0.188 0.719
C -0.073 1.056 0.369
C 1.267 -1.121 0.019
C -1.435 1.244 -0.078
N -0.462 2.296 2.529
O 0.354 2.350 3.407
O -1.605 2.693 2.475
O 1.137 1.398 -0.076
H 1.457 0.288 1.710
H 2.330 -1.352 0.015
H 0.911 -1.078 -1.007
H 0.740 -1.914 0.546
H -1.975 1.854 0.675
H -1.959 0.292 -0.154
H -1.465 1.785 -1.021
```


*b*
C4H7NO3 | ωB97M-V/def2-TZVPD

Computed properties:
HOMO level (spin up / spin down)   -6.57 / -7.20 eV
Charge   0
Gap between HOMO and LUMO (spin up / spin down)   6.680 / 7.710 eV

The geometry in XYZ format:
```
15
C4H7NO3 | the Open Molecules 2025 dataset | ωB97M-V/def2-TZVPD
C 0.200 -0.351 1.697
C 1.133 -0.993 -1.510
C -0.985 0.308 1.626
C -0.236 0.911 -0.829
N 1.167 -1.035 1.712
O -2.193 -0.323 1.484
O -0.274 2.196 -0.601
O 1.002 0.342 -0.987
H 1.990 -1.557 -0.950
H 1.757 -1.009 -2.456
H 0.172 -1.525 -1.570
H -1.096 1.338 2.025
H -1.117 0.456 -1.196
H -2.176 -1.291 1.740
H 0.658 2.533 -0.182
```


Least stable of them? *a*.


*a*
C2H3ClO2 | ωB97M-V/def2-TZVPD

Computed properties:
HOMO level (spin up / spin down)   -8.78 / -8.39 eV
Charge   0
Gap between HOMO and LUMO (spin up / spin down)   5.409 / 4.899 eV

The geometry in XYZ format:
```
8
C2H3ClO2 | the Open Molecules 2025 dataset | ωB97M-V/def2-TZVPD
C -0.109 0.324 0.170
C 0.665 -0.846 0.102
O 1.812 -1.118 0.430
O 3.305 0.206 -0.598
Cl 4.654 0.219 0.161
H -1.206 0.298 -0.184
H 0.391 1.203 0.451
H 0.134 -1.691 -0.385
```


*b*
C2H3ClO2 | ωB97M-V/def2-TZVPD

Computed properties:
HOMO level   -10.59 eV
Charge   0
Gap between HOMO and LUMO   10.751 eV

The geometry in XYZ format:
```
8
C2H3ClO2 | the Open Molecules 2025 dataset | ωB97M-V/def2-TZVPD
C -1.292 0.042 -1.133
C 1.271 0.144 0.911
O -0.399 -0.728 -0.902
O 0.616 0.997 1.406
Cl 2.149 -1.006 2.013
H -1.609 0.679 -0.275
H -2.098 -0.117 -1.911
H 1.361 -0.011 -0.109
```


Least stable of them? *a*.


*a*
C2H3ClO2 | ωB97M-V/def2-TZVPD

Computed properties:
HOMO level   -11.00 eV
Charge   0
Gap between HOMO and LUMO   10.329 eV

The geometry in XYZ format:
```
8
C2H3ClO2 | the Open Molecules 2025 dataset | ωB97M-V/def2-TZVPD
C 0.418 -0.409 -0.153
C -0.143 0.935 0.403
O 1.536 -0.809 -0.187
O -0.666 -0.987 -0.529
Cl -0.601 -2.415 -1.522
H -1.018 0.662 1.056
H 0.671 1.232 1.206
H -0.198 1.792 -0.273
```


*b*
C2H3ClO2 | ωB97M-V/def2-TZVPD

Computed properties:
HOMO level   -10.47 eV
Charge   0
Gap between HOMO and LUMO   11.385 eV

The geometry in XYZ format:
```
8
C2H3ClO2 | the Open Molecules 2025 dataset | ωB97M-V/def2-TZVPD
C -0.887 -0.235 0.496
C 2.063 0.756 -0.102
O -1.754 0.201 -0.521
O 3.153 0.392 -0.133
Cl 0.445 -0.964 -0.396
H -1.360 -1.138 0.911
H -0.458 0.606 1.010
H -1.202 0.381 -1.265
```


Least stable of them? *a*.


*a*
C8H16Br8 | ωB97M-V/def2-TZVPD

Computed properties:
HOMO level   -10.30 eV
Charge   0
Gap between HOMO and LUMO   10.666 eV

The geometry in XYZ format:
```
32
C8H16Br8 | the Open Molecules 2025 dataset | ωB97M-V/def2-TZVPD
Br 3.530 0.442 2.077
C 3.858 -0.491 0.370
C 5.354 -0.657 0.196
Br 5.642 -1.695 -1.483
H 3.388 0.075 -0.422
H 3.421 -1.473 0.520
H 5.798 -1.223 1.003
H 5.829 0.302 0.017
Br 0.299 0.413 -1.397
C -0.107 0.134 0.525
C -0.389 1.473 1.128
Br -0.722 1.298 3.044
H 0.777 -0.349 0.932
H -0.910 -0.587 0.664
H -1.243 1.966 0.676
H 0.472 2.134 1.067
Br -2.962 -5.610 3.702
C -2.932 -5.537 1.736
C -1.963 -4.476 1.249
Br -2.668 -2.696 1.512
H -3.942 -5.300 1.415
H -2.668 -6.511 1.334
H -1.744 -4.598 0.190
H -1.014 -4.511 1.777
Br -0.274 3.607 -3.872
C -1.450 5.020 -3.249
C -2.353 4.411 -2.185
Br -3.705 5.674 -1.580
H -1.962 5.395 -4.127
H -0.803 5.783 -2.826
H -1.741 4.054 -1.361
H -2.815 3.532 -2.634
```


*b*
C8H16Br8 | ωB97M-V/def2-TZVPD

Computed properties:
HOMO level   -10.09 eV
Charge   0
Gap between HOMO and LUMO   10.487 eV

The geometry in XYZ format:
```
32
C8H16Br8 | the Open Molecules 2025 dataset | ωB97M-V/def2-TZVPD
Br -1.689 -4.034 -0.019
C -1.931 -2.218 0.618
C -2.471 -2.263 2.033
Br -2.773 -0.456 2.618
H -2.594 -1.731 -0.086
H -0.962 -1.732 0.569
H -1.737 -2.683 2.711
H -3.405 -2.800 2.123
Br -0.230 3.688 1.402
C -0.975 2.130 0.598
C -1.787 2.530 -0.591
Br -2.778 1.016 -1.204
H -1.555 1.567 1.324
H -0.156 1.476 0.297
H -1.151 2.892 -1.391
H -2.503 3.305 -0.343
Br 0.412 1.087 3.824
C 1.869 1.268 2.558
C 1.826 0.095 1.637
Br 3.006 0.381 0.125
H 2.760 1.273 3.169
H 1.727 2.202 2.030
H 0.824 -0.082 1.255
H 2.163 -0.817 2.119
Br -0.156 -1.508 -2.397
C 1.284 -0.372 -3.005
C 2.263 -1.182 -3.818
Br 3.524 0.018 -4.668
H 1.743 0.082 -2.131
H 0.855 0.449 -3.577
H 1.759 -1.735 -4.597
H 2.837 -1.845 -3.184
```


Least stable of them? *a*.


*a*
C4H12N2O2 | ωB97M-V/def2-TZVPD

Computed properties:
HOMO level (spin up / spin down)   -13.41 / -13.41 eV
2S+1   2
Charge   +1
Gap between HOMO and LUMO (spin up / spin down)   9.835 / 4.508 eV

The geometry in XYZ format:
```
20
C4H12N2O2 | the Open Molecules 2025 dataset | ωB97M-V/def2-TZVPD
C 1.366 -1.247 0.152
C 1.456 0.209 0.741
C 0.074 0.854 0.909
C -0.495 1.438 -0.362
N -0.004 2.606 -0.827
O -1.251 0.740 -1.021
N 0.975 -2.157 1.170
H 0.633 -1.276 -0.654
H 2.392 -1.468 -0.174
H 2.019 0.722 -0.047
H 2.035 0.237 1.662
H 0.187 1.564 1.712
H -0.643 0.116 1.240
H 0.001 2.819 -1.812
H 0.461 3.287 -0.251
H 0.068 -2.637 1.100
H 1.071 -1.810 2.125
H -2.728 -1.041 -1.647
H -4.002 -1.918 -2.003
O -3.615 -1.040 -2.014
```


*b*
C4H12N2O2 | ωB97M-V/def2-TZVPD

Computed properties:
HOMO level (spin up / spin down)   -15.57 / -15.21 eV
2S+1   2
Charge   +1
Gap between HOMO and LUMO (spin up / spin down)   12.650 / 6.701 eV

The geometry in XYZ format:
```
20
C4H12N2O2 | the Open Molecules 2025 dataset | ωB97M-V/def2-TZVPD
C -0.013 -0.160 1.410
N 0.218 -0.592 0.071
C -0.781 -1.099 -0.741
N -1.999 -1.393 -0.244
O -0.506 -1.308 -1.921
C -0.363 1.372 1.391
C 0.652 2.258 2.104
H 0.917 -0.290 1.973
H -0.736 -0.750 1.961
H 1.083 -0.265 -0.387
H -2.196 -1.577 0.722
H -2.633 -1.810 -0.912
H -0.460 1.744 0.371
H -1.307 1.413 1.935
H 0.545 2.160 3.181
H 1.673 2.000 1.805
H 0.546 3.296 1.795
H 2.184 1.122 -2.559
H 1.841 -0.296 -2.362
O 2.281 0.428 -1.892
```


*c*
C4H12N2O2 | ωB97M-V/def2-TZVPD

Computed properties:
HOMO level (spin up / spin down)   -15.35 / -15.33 eV
2S+1   2
Charge   +1
Gap between HOMO and LUMO (spin up / spin down)   11.781 / 6.319 eV

The geometry in XYZ format:
```
20
C4H12N2O2 | the Open Molecules 2025 dataset | ωB97M-V/def2-TZVPD
O -2.005 0.217 0.049
C -1.011 -0.467 0.117
N -0.124 -0.326 -0.961
C 1.059 -1.115 -1.241
N 2.196 -0.237 -1.313
C -0.750 -1.423 1.261
C -0.663 -0.631 2.584
H -0.356 0.302 -1.731
H 1.223 -1.776 -0.402
H 0.991 -1.708 -2.127
H 2.174 0.370 -2.140
H 2.308 0.384 -0.512
H 0.129 -2.043 1.131
H -1.635 -2.059 1.218
H -1.575 -0.755 3.107
H 0.207 -0.861 3.172
H -0.696 0.438 2.429
H 1.391 2.379 -0.251
H 0.554 2.904 -1.374
O 0.803 3.116 -0.464
```


Least stable of them? *c*.